# 1
The following is a DFT calculation (ωB97M-V/def2-TZVPD) of C18H18BrN3O4 in the gas phase at a distorted geometry.

Element x y z (Å)
C 4.920997 -0.934730 3.245632
O 3.960588 -1.864644 2.801350
C 3.333562 -1.625553 1.622371
C 2.393033 -2.583669 1.211316
C 1.669484 -2.421666 0.059450
C 1.834449 -1.295296 -0.768990
N 1.023604 -1.061200 -1.848305
C 0.514414 0.267599 -2.113426
C -1.030790 0.237845 -2.052974
N -1.439803 -0.836693 -1.179789
C -1.454064 -0.739727 0.175094
O -1.519019 -1.706529 0.906746
C -1.392825 0.651564 0.732107
C -0.236337 1.051843 1.391424
C -0.155019 2.308122 1.965629
C -1.238144 3.169720 1.903703
C -2.404613 2.779310 1.269017
C -2.471997 1.524702 0.687778
Br -4.075621 0.996981 -0.201781
C -1.194691 -2.135234 -1.771094
C 0.206711 -2.100003 -2.428851
C 2.855364 -0.395313 -0.400073
N 3.315377 0.644671 -1.259141
O 3.138560 0.531733 -2.461208
O 3.913688 1.579361 -0.751508
C 3.562849 -0.542290 0.800142
H 4.482710 0.058311 3.385210
H 5.274088 -1.311766 4.203661
H 5.763210 -0.865696 2.550281
H 2.231956 -3.442115 1.843015
H 0.926447 -3.161439 -0.183742
H 0.866564 0.628182 -3.086483
H 0.877257 0.952388 -1.343610
H -1.404785 1.197470 -1.699477
H -1.464182 0.045123 -3.037234
H 0.594010 0.363030 1.451831
H 0.752092 2.612132 2.464269
H -1.180871 4.148417 2.354488
H -3.256808 3.439622 1.223295
H -1.256057 -2.871002 -0.967168
H -1.968170 -2.354095 -2.512710
H 0.113700 -1.866171 -3.494033
H 0.711667 -3.060884 -2.341100
H 4.307592 0.205238 1.022536

Cartesian forces (eV/Å) of the 6 atoms listed first:
C 0.1 0.1 0.1
O -0.1 -0.2 0.0
C -0.2 0.1 -0.4
C 0.2 0.2 0.1
C 0.1 0.1 0.0
C 0.4 0.4 0.0

As for the structure (SMILES): COc1ccc(N2CCN(C(=O)c3ccccc3Br)CC2)c([N+](=O)[O-])c1. As for the spin multiplicity: 1. The energy above the lowest of the compared OMol25 structures with the same formula, charge and spin comes out at 365.7 kJ/mol. The charge is 0.

---

# 2
The following is a DFT calculation (ωB97M-V/def2-TZVPD) of C18H18Cl3IrN2O7S3Se as an isolated structure at a distorted geometry.

Element x y z (Å)
Ir -0.455189 0.575810 0.165732
C -3.599090 1.663661 1.617296
C -2.315967 2.086062 2.240550
N -1.108851 1.800408 1.831877
C -0.135156 2.355622 2.630765
C -0.609343 3.097611 3.655866
S -2.312603 3.086719 3.627308
C 1.249345 2.057601 2.312009
C 2.364815 2.477129 2.957422
S 3.737357 1.880132 2.137508
C 2.741990 1.110304 0.965285
N 1.474295 1.272446 1.209166
C 3.395948 0.412669 -0.178973
H -3.403461 1.042974 0.749703
H -4.176269 2.543840 1.327725
H -4.165202 1.073000 2.336785
H -0.050778 3.615846 4.415351
H 2.438746 3.092044 3.837088
H 4.477964 0.472922 -0.069235
H 3.088663 0.875977 -1.113785
H 3.088622 -0.628020 -0.226728
Cl -2.630053 3.957674 -5.892336
C -2.284755 2.831872 -4.600491
C -1.654268 3.271943 -3.458359
C -1.375224 2.382448 -2.429891
Cl -0.582210 3.121714 -1.035929
C -1.721929 0.995594 -2.480861
O -1.524967 0.051730 -1.612175
C -2.368559 0.632708 -3.700376
Cl -2.825821 -1.032469 -3.880305
C -2.646321 1.502306 -4.728094
H -1.372345 4.309140 -3.355004
H -3.141296 1.142668 -5.618848
O 0.268581 -1.154261 2.762453
Se -1.359056 -1.120472 2.683148
O -2.006453 -2.570994 2.940214
O -1.893337 -0.562361 1.072682
O -1.812064 0.026039 3.756086
O 0.721036 0.572032 -1.062014
O -0.225298 -2.306521 0.508829
S 1.018838 -2.341649 -0.256294
C 0.913976 -3.693061 -1.493519
C 2.111647 -4.618340 -1.312199
C 2.343814 -4.678030 0.196716
C 2.349852 -3.225135 0.648448
H 0.857757 -3.239659 -2.482348
H -0.029997 -4.196335 -1.278960
H 2.993134 -4.201013 -1.808224
H 1.924800 -5.601652 -1.748257
H 3.269371 -5.195562 0.458375
H 1.517617 -5.206968 0.677194
H 3.296221 -2.741970 0.392874
H 2.141473 -3.076177 1.708748

Cartesian forces (eV/Å) of the 6 atoms listed first:
Ir 0.4 -1.1 -0.2
C 0.0 0.1 -0.1
C 0.0 0.1 -0.1
N 0.0 0.2 -0.5
C -0.1 -0.1 0.2
C 0.0 0.0 0.0

The expectation value of S² is 0.76. As for the spin multiplicity: 2. The energy above the lowest of the compared OMol25 structures with the same formula, charge and spin comes out at 233.7 kJ/mol. The charge is -1.

---

# 3
The following is a DFT calculation (ωB97M-V/def2-TZVPD) of C18H18ClIrN4O4 as an isolated structure at a distorted geometry.

Element x y z (Å)
Ir 0.673416 0.218768 -0.650545
C -1.174675 -1.294403 1.245166
N -1.338249 -0.608504 -0.066359
C -1.715248 -1.525430 -1.181788
C -1.164374 -1.056869 -2.510691
C -1.763551 -1.408022 -3.698763
C -1.161753 -1.043319 -4.900223
C 0.027395 -0.323069 -4.884316
C 0.578261 0.015680 -3.671309
N -0.010729 -0.336891 -2.503661
C -2.270894 0.558219 -0.006478
C -1.625114 1.777642 0.589367
C -2.319052 2.729300 1.303861
C -1.650629 3.879687 1.711937
C -0.305731 4.043741 1.402732
C 0.338585 3.045732 0.704268
N -0.318278 1.942280 0.303885
C 1.070047 -0.638569 2.141357
C 1.677021 -1.067067 3.316491
C 3.030031 -0.820764 3.506582
C 3.735628 -0.134745 2.535442
C 3.076562 0.270940 1.386421
N 1.759737 0.045293 1.191500
H -0.857275 -2.319672 1.073874
H -2.122888 -1.290802 1.781868
H -2.802298 -1.605654 -1.242662
H -1.323710 -2.520877 -0.965445
H -2.688472 -1.969981 -3.692527
H -1.619416 -1.321570 -5.841256
H 0.520369 -0.024803 -5.799087
H 1.499716 0.578152 -3.601480
H -3.176891 0.273722 0.532187
H -2.561628 0.792120 -1.034495
H -3.366707 2.584047 1.532201
H -2.177709 4.642956 2.270250
H 0.237652 4.929243 1.701590
H 1.388192 3.119191 0.447204
H 1.080800 -1.580481 4.059549
H 3.513102 -1.149470 4.418051
H 4.789652 0.080232 2.645573
H 3.603964 0.781497 0.590821
O 3.180466 -2.929143 0.695870
Cl 1.754313 -2.746689 0.685563
O 0.909002 -3.872777 1.003849
O 1.364661 -2.136579 -0.622136
O -0.293303 -0.582292 2.095764

Cartesian forces (eV/Å) of the 6 atoms listed first:
Ir 0.2 0.6 0.1
C 0.1 0.1 0.1
N 0.0 -0.1 0.0
C 0.0 0.0 0.0
C 0.0 0.0 0.0
C 0.0 0.0 0.0

The expectation value of S² is 8.77. As for the spin multiplicity: 6. The charge is +3. The electronic energy is -48430.902 eV.

---

# 4
The following is a DFT calculation (ωB97M-V/def2-TZVPD) of C18H18ClNO3 in the gas phase.

Element x y z (Å)
O -1.659326 -0.872769 2.441169
C -2.065161 -0.620581 1.340699
C -2.949399 0.557463 0.946241
C -2.200891 1.869410 1.257330
C -1.145397 2.118637 0.225329
Cl 0.424753 2.596818 0.782031
C -1.425216 1.964960 -1.062105
C -2.807470 1.524468 -1.434935
C -3.240953 0.350041 -0.539857
C -2.436898 -0.883491 -0.922730
O -2.357168 -1.385206 -2.012456
N -1.798932 -1.353168 0.204306
C -0.932621 -2.510481 0.163571
C 0.580684 -2.178299 0.059735
C 0.845169 -0.984248 -0.871142
C 2.204332 -0.404141 -0.629100
C 3.063225 -0.003048 -1.638721
C 4.278195 0.578301 -1.318601
C 4.639880 0.752063 0.007184
C 3.793271 0.334769 1.020090
C 2.572439 -0.236963 0.703689
C 1.596314 -0.755848 1.716869
O 1.136374 -2.043855 1.351549
H -3.854108 0.524736 1.558050
H -2.914233 2.698174 1.244069
H -1.768063 1.805700 2.255950
H -0.696088 2.132238 -1.837038
H -3.509778 2.351931 -1.301603
H -2.843022 1.205596 -2.476365
H -4.297196 0.137095 -0.724878
H -1.081472 -3.084289 1.080757
H -1.236196 -3.094650 -0.707591
H 1.059780 -3.072723 -0.365071
H 0.714328 -1.295681 -1.907691
H 0.113171 -0.197352 -0.662517
H 2.777843 -0.138443 -2.672192
H 4.945523 0.896988 -2.105839
H 5.588112 1.207465 0.252018
H 4.075769 0.458729 2.055441
H 0.749625 -0.061608 1.828835
H 2.060821 -0.888732 2.695502

Cartesian forces (eV/Å) of the 6 atoms listed first:
O 0.2 0.0 0.3
C -0.4 0.3 -0.2
C 0.0 0.1 0.2
C 0.0 -0.1 0.1
C 0.0 0.0 -0.2
Cl 0.0 0.1 0.0

As for the structure (SMILES): O=C1[C@H]2CC(Cl)=CC[C@H]2C(=O)N1C[C@H]1Cc2ccccc2CO1. As for the spin multiplicity: 1. The energy above the lowest of the compared OMol25 structures with the same formula, charge and spin comes out at 55.2 kJ/mol. The charge is 0.

---

# 5
The following is a DFT calculation (ωB97M-V/def2-TZVPD) of C18H18F3N2O3PtSe as an isolated structure at a distorted geometry.

Element x y z (Å)
Pt -0.145631 0.582128 -0.120126
F -3.163730 4.077766 0.621641
C -3.443780 2.780653 0.489919
F -4.282011 2.626127 -0.537904
F -4.060229 2.363672 1.606042
C -2.172316 1.944037 0.284073
O -1.066715 2.428388 0.677565
O -2.262640 0.825739 -0.252053
Se -0.957647 0.405939 2.746392
C -0.401824 -1.039768 3.849777
C 0.663654 -0.900435 4.722525
C 0.970913 -1.943628 5.592394
N 0.292594 -3.099389 5.642433
C -0.730266 -3.217744 4.792967
C -1.108570 -2.230904 3.882485
H 1.234316 0.022439 4.735805
H 1.798768 -1.846503 6.291045
H -1.283612 -4.153492 4.842740
H -1.946047 -2.386404 3.211298
C 0.782078 1.616864 -5.318903
C -0.424777 2.064854 -4.475705
C -0.380828 3.588490 -4.279520
C -1.732198 1.657957 -5.168103
C -0.335582 1.414320 -3.150424
C -0.256127 0.877295 -2.047123
H 0.755071 2.120956 -6.292395
H 0.761745 0.537133 -5.483311
H 1.719100 1.871361 -4.819064
H -0.432964 4.088714 -5.253580
H 0.542754 3.887777 -3.779252
H -1.223195 3.923281 -3.670212
H -1.799481 2.148297 -6.146352
H -2.595198 1.957249 -4.569767
H -1.773956 0.576223 -5.316176
O 1.565250 0.001780 1.164224
N 2.011194 -1.223494 1.148144
C 2.899081 -1.483900 2.083567
C 3.283839 -2.790173 2.363194
C 2.735240 -3.815228 1.650394
C 1.865742 -3.510168 0.639871
C 1.516805 -2.182782 0.402102
H 3.279776 -0.608635 2.588978
H 4.011998 -2.967287 3.146058
H 2.997838 -4.845967 1.867294
H 1.433062 -4.280278 0.014889
H 0.858506 -1.863257 -0.377845

Cartesian forces (eV/Å) of the 6 atoms listed first:
Pt -1.5 -1.5 3.2
F 0.0 -0.2 -0.1
C -0.3 0.0 0.3
F 0.1 0.0 0.1
F 0.0 0.1 -0.2
C 0.6 1.6 0.6

The expectation value of S² is 0.77. As for the spin multiplicity: 2. The energy above the lowest of the compared OMol25 structures with the same formula, charge and spin comes out at 336.0 kJ/mol. The charge is 0.